Here is C4H7NS in the gas phase at a distorted geometry from the OMol25 dataset. Energies are from ωB97M-V/def2-TZVPD.

Computed properties:
HOMO energy   -7.9 eV
Net charge   0
HOMO-LUMO gap   0.31344 Ha

```
13
Properties=species:S:1:pos:R:3:forces:R:3
C 1.321911 2.046257 -1.210470 -1.76 -2.36 1.58
C 0.671440 0.806771 -1.075069 -1.36 -0.63 -1.72
N 0.766535 -0.534261 -0.671556 0.07 -2.03 0.98
C 0.410205 -1.756226 -0.273302 1.07 6.46 -1.15
S -0.728133 -2.230229 0.913853 -0.42 1.30 0.51
C -1.320952 -0.597598 1.603523 -1.03 -1.09 1.40
H 2.042018 2.492668 -0.491322 -0.42 -0.41 -1.00
H 0.586654 2.587484 -1.832519 1.32 0.66 0.56
H -0.212802 0.831453 -1.792697 0.93 -0.34 0.89
H 0.978900 -2.546673 -0.658934 0.67 -1.30 -0.67
H -1.595404 -1.044454 2.625342 0.39 1.28 -1.09
H -2.316334 -0.336218 1.149174 1.30 0.01 0.15
H -0.604039 0.281027 1.713977 -0.77 -1.55 -0.46
```
Positions in Å, forces in eV/Å.